1.
# C51H109N5O7Y

A molecular structure, C51H109N5O7Y (the ωB97M-V functional and the def2-TZVPD basis, OMol25).

Cartesian coordinates (Å):
Y -2.07969 -0.66000 -0.89908
C -1.21978 -2.13435 2.99063
C -1.69250 -3.10905 1.83184
C -2.81641 -4.00531 2.52150
O -2.07400 -2.34497 0.73395
H -2.10622 -1.68813 3.44142
H -0.53215 -1.36927 2.63017
H -0.63331 -2.59992 3.78272
H -0.86840 -3.80539 1.67675
H -3.62430 -3.44042 2.98656
H -2.32093 -4.71322 3.18592
H -3.19924 -4.75580 1.82991
C 0.54962 2.84368 1.24742
C 0.43461 1.50241 0.56511
C 1.16079 0.42258 1.45084
O -0.79886 0.95926 0.12378
H -0.24600 3.53278 0.96416
H 1.55964 3.25158 1.20748
H 0.31960 2.82652 2.31273
H 0.85466 1.76077 -0.40696
H 0.99729 -0.60844 1.13720
H 0.74679 0.40542 2.45901
H 2.21235 0.68599 1.56460
C 1.68070 -1.83544 -3.87357
C 0.31458 -1.05498 -3.55397
C -0.38637 -0.79652 -5.00202
C -0.93443 -2.11080 -5.56933
C -1.86572 -2.90873 -4.51934
C -1.25681 -3.09376 -3.08015
N -0.61815 -1.82164 -2.65774
O -0.04460 -1.86661 -1.43858
C -2.42875 -3.55994 -2.11471
C -0.15377 -4.24457 -3.12656
C 0.62966 0.32266 -3.05023
H 1.98597 -2.14827 -2.87506
H 2.36731 -1.07676 -4.24921
H 1.70031 -2.70158 -4.53502
H -1.14470 -0.02343 -4.87804
H 0.25578 -0.45073 -5.81207
H -0.16673 -2.70176 -6.06882
H -1.36750 -1.83700 -6.53139
H -1.89659 -3.91550 -4.93596
H -2.87657 -2.50540 -4.45915
H -3.15880 -2.79334 -1.85500
H -3.03017 -4.34135 -2.57923
H -2.11636 -4.11321 -1.22904
H 0.18377 -4.53430 -4.12166
H 0.67951 -4.05196 -2.45081
H -0.46876 -5.16783 -2.64025
H 1.39557 0.11897 -2.30192
H -0.30341 0.78773 -2.73210
H 0.92185 0.96689 -3.87950
H 0.52593 -2.62850 -1.56358
C -3.85855 2.41230 0.05471
C -5.27612 1.83088 0.32771
C -6.27974 2.39891 -0.71193
C -7.63063 1.66181 -0.66799
C -7.38560 0.08614 -0.68755
C -6.23981 -0.48927 0.15424
N -5.07212 0.34054 0.19887
O -4.06422 -0.17065 0.99953
C -6.79834 -0.80608 1.56978
C -5.81794 -1.86122 -0.33327
C -5.59009 2.28233 1.72551
H -4.02285 3.47762 -0.10714
H -3.49259 2.04841 -0.90538
H -3.07690 2.23347 0.79305
H -6.26039 3.48018 -0.84822
H -5.96533 2.13753 -1.72233
H -8.24202 2.06739 -1.47409
H -8.18907 2.02095 0.19645
H -7.24376 -0.14103 -1.74413
H -8.32405 -0.43379 -0.49498
H -6.08030 -1.31303 2.21439
H -7.41056 -0.09358 2.12261
H -7.47694 -1.65736 1.51576
H -6.35879 -2.70486 0.09554
H -5.90028 -1.80032 -1.41845
H -4.81289 -2.22642 -0.12207
H -6.49506 1.85327 2.15566
H -5.68397 3.36455 1.81547
H -4.74802 2.00582 2.35998
H -4.50849 -0.03477 1.83962
C -0.91105 7.90834 -4.92792
C -1.10118 6.49445 -4.15839
C -0.07484 5.47995 -4.72504
C 0.07906 4.14140 -3.75720
C 0.65255 4.65613 -2.42452
C -0.45725 5.58185 -1.72566
N -0.94589 6.66044 -2.68300
O -1.73392 7.65516 -2.05254
C -1.53397 4.72783 -1.13656
C 0.23111 6.25323 -0.51668
C -2.59833 5.98470 -4.40242
H -1.43035 8.71239 -4.40643
H -1.52820 7.90917 -5.82639
H 0.10978 8.27851 -5.02266
H -0.48647 5.00438 -5.61526
H 0.89545 5.89263 -5.00135
H 0.75399 3.46767 -4.28509
H -0.91194 3.70875 -3.61999
H 1.57294 5.22261 -2.56612
H 0.83501 3.83125 -1.73577
H -2.27026 4.74240 -1.94016
H -1.31796 3.66093 -1.08044
H -1.86764 5.06016 -0.15355
H -0.42397 6.71115 0.22445
H 0.75407 5.45355 0.00782
H 0.97792 6.94398 -0.90813
H -3.34618 6.76161 -4.24354
H -2.92293 5.02380 -4.00317
H -2.78625 5.87726 -5.47071
H -2.51854 7.22176 -1.70884
C 2.76678 -2.77211 1.69398
C 3.06806 -4.08132 0.86725
C 3.91666 -4.89390 1.87147
C 4.00361 -6.42182 1.51986
C 2.60281 -7.04395 1.21730
C 1.68040 -6.20294 0.17527
N 1.75730 -4.74549 0.64100
O 0.85843 -3.99614 -0.00268
C 2.24371 -6.40140 -1.21540
C 0.29111 -6.83879 0.16676
C 4.02133 -3.80181 -0.39056
H 2.23669 -2.92160 2.63459
H 2.20818 -2.12240 1.02023
H 3.59418 -2.07086 1.80236
H 4.93095 -4.53820 2.05259
H 3.50053 -4.85184 2.87802
H 4.49582 -6.92730 2.35071
H 4.74247 -6.68834 0.76412
H 2.07915 -7.40279 2.10337
H 2.74137 -8.04601 0.81136
H 2.25399 -5.45118 -1.74932
H 3.24189 -6.79390 -1.40953
H 1.53157 -7.06019 -1.71232
H -0.28092 -6.64821 1.07482
H -0.20370 -6.53358 -0.75525
H 0.47136 -7.91371 0.15474
H 4.80803 -3.04989 -0.32889
H 3.42563 -3.25658 -1.12267
H 4.31296 -4.72818 -0.88542
H 0.10226 -3.96058 0.58769
C 2.85486 1.84988 4.48157
C 4.17266 1.79129 5.27683
C 4.47905 0.32897 5.71429
C 5.06756 -0.52103 4.61611
C 6.25732 0.16383 3.99654
C 6.10375 1.59862 3.56524
N 5.37608 2.35949 4.60415
O 5.12339 3.63610 4.24500
C 7.51696 2.18891 3.49831
C 5.31621 1.55090 2.23200
C 3.96523 2.53953 6.69422
H 2.82925 2.74128 3.85477
H 1.89823 1.91971 4.99932
H 2.90960 1.10069 3.69176
H 5.12002 0.33907 6.59585
H 3.54893 -0.13020 6.04915
H 4.18977 -0.54587 3.97038
H 5.25613 -1.57066 4.84156
H 6.40580 -0.45737 3.11327
H 7.07142 0.00541 4.70381
H 8.24523 1.44544 3.17433
H 7.52666 3.00333 2.77392
H 7.88683 2.30027 4.51757
H 5.85403 1.18753 1.35631
H 4.51900 0.81848 2.35891
H 4.98992 2.54115 1.91411
H 3.31468 3.41360 6.66445
H 4.89757 2.85631 7.16165
H 3.50462 1.80127 7.35066
H 5.96096 4.04285 4.47874

## Properties
HOMO level   -9.4 eV
LUMO energy   -3.428 eV
Total charge   +1


2.
# C24H66BF4O26P6

9 unconnected molecules or ions with the total composition C24H66BF4O26P6 (the ωB97M-V functional and the def2-TZVPD basis, OMol25).

Cartesian coordinates (Å):
B 1.06410 0.43328 1.49094
F 0.29410 1.24428 0.75594
F 2.41010 0.65928 1.03594
F 1.03510 0.68128 2.82994
F 0.69410 -0.96372 1.15294
C 3.61410 2.67928 -1.07406
C 4.01410 1.81628 -2.19006
O 4.81910 2.18728 -2.95506
C 3.39510 0.32928 -2.16806
H 4.14910 2.20528 -0.28906
H 2.49910 2.75528 -0.79506
H 3.78910 3.67828 -1.16006
H 3.92410 -0.33672 -1.29306
H 3.81710 -0.11972 -3.12106
H 2.42310 0.20728 -1.99106
C -2.47690 1.38728 3.25194
C -2.88390 0.35928 4.19994
O -4.01390 0.24528 4.69794
C -1.83290 -0.71372 4.47194
H -1.81090 1.10928 2.54094
H -1.94290 2.29028 3.56194
H -3.22690 1.77028 2.68694
H -2.38090 -1.53072 5.04794
H -0.98890 -0.06372 4.91494
H -1.73890 -1.40672 3.60094
C 4.93210 -1.19372 7.85994
O 3.56410 -1.47872 7.49494
P 2.80410 -0.88872 6.16094
O 1.46410 -0.28772 6.63394
O 3.91610 0.22428 5.78594
C 3.90610 0.81328 4.39694
O 2.55910 -2.10872 5.22994
C 1.32010 -2.14772 4.38294
H 5.22410 -1.88672 8.43994
H 4.98610 -0.34572 8.52594
H 5.55210 -0.93972 7.12194
H 2.97010 1.23128 4.23494
H 3.91410 -0.00772 3.68894
H 4.60510 1.53328 4.09994
H 0.99410 -1.14772 3.84994
H 0.49410 -2.58672 4.93594
H 1.40510 -2.92472 3.53994
C -5.10990 0.26228 -2.05706
O -4.78490 -0.61672 -3.18106
P -3.24790 -1.19272 -3.30406
O -3.30090 -2.60272 -2.76506
O -2.88090 -1.19072 -4.81606
C -3.84190 -1.91372 -5.76406
O -2.20590 -0.34272 -2.33806
C -0.87790 -0.66072 -2.46506
H -6.15990 0.23128 -2.03306
H -4.78790 1.33428 -2.24806
H -4.80390 -0.37472 -1.17906
H -3.99690 -2.92472 -5.54906
H -3.36890 -1.83672 -6.75306
H -4.83290 -1.43072 -5.66506
H -0.33590 -0.08272 -1.77706
H -0.57790 -0.08072 -3.33806
H -0.44790 -1.78972 -2.38306
C -3.87390 -6.07272 -0.92606
O -3.85290 -4.57172 -0.94406
P -2.84390 -3.69572 -0.14906
O -2.70590 -4.17872 1.22994
O -1.33790 -3.53172 -0.84506
C -0.28390 -3.75472 -0.02506
O -3.50590 -2.22272 -0.00406
C -2.86090 -1.25272 0.88894
H -4.35590 -6.26272 -0.01906
H -2.83990 -6.37172 -0.96206
H -4.42390 -6.40272 -1.89006
H -0.33790 -4.69972 0.29294
H -0.20790 -3.33172 0.90594
H 0.67810 -3.47172 -0.54106
H -2.20490 -1.72372 1.65294
H -3.52090 -0.63372 1.29794
H -2.25390 -0.60572 0.44394
C 3.43610 -2.67772 0.39994
O 3.93710 -3.97872 0.82994
P 3.64010 -5.37072 0.06094
O 2.22110 -5.67972 0.13394
O 4.05710 -5.10872 -1.51306
C 4.02410 -6.32272 -2.30506
O 4.58710 -6.59272 0.57094
C 4.07310 -7.86372 0.73294
H 3.90310 -2.05272 1.03094
H 2.53410 -2.72972 0.50194
H 3.38210 -2.63972 -0.59806
H 4.28210 -7.06572 -1.74306
H 4.43810 -6.17472 -3.33506
H 2.80410 -6.50572 -2.57706
H 3.70510 -8.23572 -0.14706
H 3.23110 -7.74972 1.38594
H 4.61610 -8.61472 0.91494
C -1.05490 8.80028 0.29194
O -1.36290 7.66928 -0.58106
P -0.89690 6.23928 -0.44706
O -1.50090 5.41628 -1.51806
O 0.67110 6.34628 -0.57906
C 1.20310 5.79928 -1.88006
O -1.33590 5.67228 1.07294
C -0.49290 4.80228 1.66694
H -0.40990 9.42028 -0.07406
H -1.08990 8.61228 1.39894
H -1.87090 9.48428 0.23294
H 1.06710 6.41228 -2.69306
H 0.85210 4.79628 -1.90706
H 2.29310 5.81628 -1.70406
H -1.29890 4.05928 2.05994
H 0.43210 5.19228 2.19994
H -0.12390 4.08628 0.97394
C -0.41990 3.06028 -4.89906
O -1.00990 3.56428 -3.64506
P -2.52690 3.29428 -3.26506
O -2.87190 2.09028 -4.02206
O -2.89990 2.95428 -1.78806
C -1.90190 2.53428 -0.87406
O -3.43490 4.47228 -3.83906
C -3.45990 4.94128 -5.15606
H -0.76390 3.59928 -5.71406
H -0.61590 2.07928 -4.99606
H 0.66910 3.14928 -4.94006
H -0.93890 2.47028 -1.37906
H -2.03090 1.60728 -0.36706
H -2.00890 3.16328 0.03094
H -3.83590 4.14728 -5.79506
H -2.66190 5.21428 -5.40806
H -4.20090 5.63328 -5.17906

## Properties
HOMO level   -7.0 eV
LUMO energy   1.980 eV
Energy relative to the best compared isomer or geometry (same formula, charge and spin)   78.6 kcal/mol
Total charge   -1